Entry 1:
{
  "formula": "C31H47F8N4O2PS",
  "method": "ωB97M-V/def2-TZVPD",
  "homo_energy_ev": -8.00,
  "smiles": "N=[PH2]N1c2ccccc2Sc2cc(O)cc(CCOCC(F)(F)C(F)(F)C(F)(F)C(F)F)c21.CCN(CC)CC.CCN(CC)CC",
  "energy_ha": -3117.36543,
  "charge": 0,
  "orbital_gap_ev": 8.51,
  "fmax_ev_per_a": 0.54,
  "species": ["N", "P", "N", "C", "C", "C", "C", "C", "C", "S", "C", "C", "C", "O", "C", "C", "C", "C", "O", "C", "C", "F", "F", "C", "F", "F", "C", "F", "F", "C", "F", "F", "C", "H", "H", "H", "H", "H", "H", "H", "H", "H", "H", "H", "H", "H", "H", "H", "H", "H", "C", "C", "N", "C", "C", "C", "C", "H", "H", "H", "H", "H", "H", "H", "H", "H", "H", "H", "H", "H", "H", "H", "C", "C", "N", "C", "C", "C", "C", "H", "H", "H", "H", "H", "H", "H", "H", "H", "H", "H", "H", "H", "H", "H"],
  "coordinates": [[3.999, -2.153, 2.685], [3.363, -2.656, 1.359], [2.417, -1.502, 0.522], [2.148, -1.875, -0.830], [1.081, -2.719, -1.121], [0.852, -3.136, -2.431], [1.673, -2.681, -3.460], [2.732, -1.822, -3.179], [2.987, -1.437, -1.862], [4.389, -0.450, -1.470], [3.701, 0.471, -0.136], [4.118, 1.788, 0.035], [3.662, 2.485, 1.149], [4.041, 3.798, 1.337], [2.775, 1.895, 2.036], [2.310, 0.589, 1.843], [1.327, 0.042, 2.839], [-0.019, 0.761, 2.777], [-0.609, 0.673, 1.488], [-1.685, -0.206, 1.368], [-2.708, 0.411, 0.421], [-2.098, 1.134, -0.547], [-3.553, 1.250, 1.087], [-3.629, -0.578, -0.352], [-2.860, -1.312, -1.211], [-4.477, 0.160, -1.089], [-4.476, -1.588, 0.504], [-4.442, -1.218, 1.808], [-5.759, -1.539, 0.084], [-4.037, -3.057, 0.385], [-4.925, -3.826, 1.055], [-2.824, -3.219, 0.975], [2.797, -0.133, 0.748], [5.009, -2.131, 2.657], [2.390, -3.644, 1.538], [4.216, -3.190, 0.374], [0.450, -3.055, -0.314], [0.028, -3.798, -2.646], [1.486, -2.987, -4.478], [3.372, -1.458, -3.969], [4.796, 2.251, -0.667], [4.937, 3.826, 1.684], [2.436, 2.470, 2.886], [1.176, -1.025, 2.698], [1.733, 0.175, 3.842], [-0.698, 0.342, 3.522], [0.110, 1.821, 2.986], [-2.185, -0.356, 2.323], [-1.372, -1.175, 0.979], [-3.988, -3.378, -0.652], [-8.260, -2.332, 3.286], [-9.579, -1.756, 2.796], [-9.671, -0.317, 2.970], [-11.010, 0.207, 2.772], [-11.632, 0.100, 1.374], [-8.587, 0.450, 2.381], [-8.323, 0.283, 0.880], [-8.073, -2.041, 4.320], [-8.292, -3.421, 3.234], [-7.415, -2.003, 2.678], [-10.395, -2.197, 3.375], [-9.736, -2.075, 1.752], [-11.004, 1.256, 3.080], [-11.663, -0.311, 3.481], [-11.191, 0.807, 0.673], [-12.700, 0.321, 1.431], [-11.527, -0.903, 0.959], [-7.670, 0.194, 2.917], [-8.769, 1.503, 2.609], [-8.343, -0.766, 0.583], [-7.331, 0.669, 0.637], [-9.041, 0.822, 0.263], [7.977, -0.066, -2.256], [7.694, 1.014, -3.287], [7.735, 2.353, -2.726], [7.174, 3.365, -3.602], [7.882, 3.647, -4.933], [8.965, 2.707, -2.039], [10.279, 2.626, -2.827], [7.308, 0.046, -1.402], [7.807, -1.051, -2.693], [9.005, -0.044, -1.893], [6.682, 0.868, -3.674], [8.374, 0.879, -4.144], [7.102, 4.295, -3.031], [6.144, 3.065, -3.816], [8.809, 4.202, -4.797], [7.233, 4.250, -5.571], [8.110, 2.728, -5.474], [9.054, 2.066, -1.159], [8.836, 3.720, -1.649], [10.347, 1.701, -3.402], [11.123, 2.643, -2.136], [10.404, 3.460, -3.516]],
  "lowdin_charge": [-0.25, 0.70, -0.19, -0.31, -0.03, -0.08, -0.08, -0.09, -0.46, 1.05, -0.43, -0.02, -0.30, 0.03, 0.04, -0.15, -0.11, -0.18, -0.09, -0.10, -0.40, 0.14, 0.12, -0.33, 0.12, 0.15, -0.35, 0.14, 0.13, -0.28, 0.10, 0.09, -0.23, -0.03, 0.01, 0.01, 0.10, 0.10, 0.10, 0.10, 0.11, 0.11, 0.13, 0.10, 0.13, 0.12, 0.12, 0.13, 0.13, 0.17, -0.08, -0.27, -0.20, -0.25, -0.09, -0.24, -0.08, 0.08, 0.07, 0.05, 0.12, 0.10, 0.11, 0.11, 0.05, 0.07, 0.06, 0.10, 0.11, 0.06, 0.06, 0.06, -0.10, -0.28, -0.20, -0.25, -0.08, -0.25, -0.08, 0.05, 0.07, 0.07, 0.11, 0.10, 0.11, 0.11, 0.06, 0.07, 0.07, 0.10, 0.11, 0.07, 0.07, 0.05]
}

---

Entry 2:
{
  "formula": "C31H47NO3OsP2S",
  "method": "ωB97M-V/def2-TZVPD",
  "multiplicity": 5,
  "homo_energy_ev": [-11.60, -11.58],
  "relative_energy_kj_mol": 840.4,
  "s_squared": 6.055,
  "energy_ha": -2660.47862,
  "charge": 2,
  "orbital_gap_ev": [3.19, 2.65],
  "fmax_ev_per_a": 4.81,
  "species": ["Os", "C", "C", "C", "C", "C", "C", "H", "H", "H", "C", "H", "H", "H", "C", "H", "H", "H", "C", "H", "H", "H", "C", "H", "H", "H", "C", "C", "C", "C", "C", "C", "C", "C", "H", "H", "H", "H", "H", "H", "H", "H", "H", "H", "H", "H", "P", "P", "C", "C", "H", "H", "H", "H", "C", "H", "H", "H", "C", "H", "H", "H", "C", "H", "H", "H", "C", "H", "H", "H", "O", "S", "O", "N", "C", "O", "C", "C", "C", "C", "C", "C", "H", "H", "H", "H"],
  "coordinates": [[-0.411, 1.556, -2.837], [0.407, 0.410, 0.320], [1.418, 0.847, -0.530], [-0.649, 2.043, -0.930], [-0.793, 1.083, 0.094], [0.885, 2.007, -1.343], [0.573, -0.435, 1.535], [1.416, -1.123, 1.408], [-0.350, -0.993, 1.752], [0.773, 0.236, 2.398], [-1.830, 1.184, 1.115], [-2.094, 0.198, 1.497], [-2.718, 1.660, 0.709], [-1.413, 1.776, 1.946], [-1.356, 3.334, -1.076], [-0.849, 4.183, -0.573], [-2.337, 3.226, -0.604], [-1.476, 3.519, -2.168], [1.627, 3.303, -1.007], [1.240, 3.584, -0.011], [1.438, 4.106, -1.718], [2.704, 3.068, -0.938], [2.823, 0.414, -0.277], [3.105, 0.591, 0.782], [3.579, 0.869, -0.924], [2.857, -0.692, -0.413], [-0.595, -2.718, -1.196], [0.632, -2.987, -0.720], [1.910, -3.356, -1.414], [2.211, -2.717, -2.761], [2.111, -1.271, -2.715], [0.978, -0.621, -2.934], [-0.383, -1.098, -3.207], [-0.969, -2.433, -2.602], [1.958, -4.434, -1.600], [1.531, -3.154, -3.540], [2.702, -3.099, -0.681], [-0.763, -3.259, -3.303], [-1.384, -2.427, -0.485], [0.608, -3.387, 0.310], [-2.074, -2.262, -2.583], [-1.195, -0.300, -2.968], [1.177, 0.649, -3.030], [-0.485, -1.355, -4.388], [3.258, -2.963, -2.979], [3.022, -0.703, -2.459], [-1.031, -1.664, -5.839], [-0.440, 1.948, -4.975], [-0.713, -0.285, -6.911], [-1.220, 1.080, -6.365], [-1.275, -0.514, -7.860], [0.355, -0.246, -7.206], [-1.128, 1.762, -7.235], [-2.297, 1.012, -6.131], [-1.211, 3.584, -5.357], [-0.783, 4.416, -4.780], [-2.297, 3.538, -5.185], [-1.031, 3.783, -6.425], [1.224, 2.254, -5.682], [1.070, 2.634, -6.702], [1.773, 1.305, -5.706], [1.769, 3.012, -5.095], [-2.703, -2.278, -5.864], [-2.868, -2.921, -4.995], [-2.826, -2.882, -6.757], [-3.412, -1.457, -5.878], [-0.177, -3.158, -6.373], [0.824, -2.950, -6.777], [-0.790, -3.612, -7.152], [-0.109, -3.878, -5.547], [-2.942, -1.890, 5.147], [-2.378, -2.692, 4.087], [-1.214, -3.487, 4.401], [-2.238, -1.908, 2.685], [-3.124, -2.215, 1.702], [-3.209, -1.671, 0.575], [-3.990, -3.332, 2.156], [-5.040, -3.965, 1.472], [-5.692, -5.049, 2.076], [-5.295, -5.499, 3.354], [-4.275, -4.824, 4.049], [-3.651, -3.750, 3.424], [-5.328, -3.602, 0.500], [-6.516, -5.562, 1.571], [-5.786, -6.369, 3.806], [-3.959, -5.122, 5.057]],
  "lowdin_charge": [1.10, -0.16, -0.14, -0.46, -0.11, -0.35, 0.02, 0.09, 0.07, 0.14, 0.05, 0.07, 0.10, 0.16, -0.05, 0.12, 0.10, 0.06, 0.00, 0.12, 0.09, 0.10, 0.00, 0.13, 0.10, 0.09, -0.07, -0.08, -0.16, -0.17, -0.09, -0.18, -0.25, -0.15, 0.14, 0.13, 0.13, 0.11, 0.10, 0.14, 0.13, 0.08, 0.08, -0.03, 0.14, 0.13, 0.96, 0.62, -0.33, -0.39, 0.13, 0.11, 0.10, 0.10, -0.24, 0.06, 0.06, 0.06, -0.22, 0.07, 0.05, 0.07, -0.17, 0.08, 0.07, 0.07, -0.18, 0.07, 0.07, 0.06, -0.30, 0.61, -0.32, -0.10, -0.52, -0.06, -0.15, -0.01, -0.07, -0.06, -0.03, -0.22, 0.10, 0.11, 0.11, 0.13]
}